DFT (wB97M-V/def2-TZVPD) results for a 2-piece molecular cluster, C7H14O overall.

```
22
Properties=species:S:1:pos:R:3:lowdin_charge:R:1
C -1.56624 -1.37599 -1.98627 -0.004
C -1.96434 -1.08407 -0.75532 -0.125
C -0.98653 -0.28655 0.14790 -0.309
C -1.56253 0.81656 0.57740 0.025
C 0.42524 -0.71186 0.32609 -0.170
C 1.45004 0.34327 0.83467 -0.227
C 1.81235 0.08029 2.36854 -0.103
H -0.55984 -1.15010 -2.29626 0.039
H -2.24640 -1.60771 -2.80755 0.058
H -2.98893 -1.18584 -0.40951 0.097
H -1.05569 1.58833 1.14624 0.050
H -2.58300 1.14453 0.43149 0.065
H 0.44048 -1.33193 1.26444 0.111
H 0.90298 -1.24545 -0.49157 0.111
H 0.97533 1.34628 1.05317 0.089
H 2.35766 0.37476 0.21627 0.098
H 1.07760 0.68050 2.89262 0.059
H 2.81022 0.38296 2.68330 0.064
H 1.62581 -0.95553 2.64477 0.056
O 0.74263 1.14608 -2.79573 -0.052
H 1.04127 1.61722 -2.01537 0.028
H -0.14809 1.41425 -3.02934 0.037
```

* SMILES: C=CC(=C)CCC.O
* gap between HOMO and LUMO: 9.8 eV
* energy relative to the best compared isomer or geometry (same formula, charge and spin): 248.9 kJ/mol
* LUMO level: 0.9 eV
* calculated total energy: -9531.187 eV

DFT (wB97M-V/def2-TZVPD) results for a 12-piece molecular cluster, C39H60N6O9 overall.

```
114
Properties=species:S:1:pos:R:3:lowdin_charge:R:1
C 3.36407 3.34581 -0.44667 -0.090
C 2.40267 2.43685 -0.94945 -0.094
C 1.15400 2.92598 -0.65549 -0.129
N 1.33586 4.11584 0.00040 0.021
C 2.67607 4.37786 0.14591 -0.139
H 4.43400 3.29422 -0.57036 0.090
H 2.69019 1.50048 -1.40289 0.082
H 0.16032 2.55716 -0.84787 0.085
H 0.59568 4.69796 0.35293 0.134
H 3.00550 5.25546 0.67587 0.110
C -3.91288 -3.79927 4.65383 -0.113
C -2.51850 -3.85808 4.38233 -0.108
C -2.33111 -3.28272 3.15385 -0.149
N -3.54468 -2.88794 2.66830 0.024
C -4.51114 -3.18403 3.59152 -0.142
H -4.45599 -4.12673 5.52537 0.089
H -1.73889 -4.29628 4.98149 0.087
H -1.43969 -3.19187 2.55381 0.093
H -3.72690 -2.36131 1.82632 0.096
H -5.54387 -2.96287 3.38511 0.100
C -4.51638 0.09727 1.43723 -0.110
C -4.87185 -0.67269 0.29519 -0.133
C -6.14402 -1.14066 0.48974 -0.121
N -6.57021 -0.66693 1.70607 0.007
C -5.58539 0.07780 2.29565 -0.129
H -3.58883 0.63584 1.54903 0.086
H -4.22622 -0.86598 -0.54261 0.072
H -6.76698 -1.81428 -0.07246 0.108
H -7.44925 -0.90171 2.13000 0.144
H -5.75167 0.57407 3.23578 0.112
C -3.13951 3.09454 -1.54457 -0.117
C -3.76972 1.91917 -2.04112 -0.116
C -3.08988 1.55781 -3.18129 -0.138
N -2.08931 2.45653 -3.37530 0.038
C -2.10246 3.40590 -2.38282 -0.131
H -3.44820 3.54934 -0.61751 0.072
H -4.60521 1.40365 -1.59816 0.078
H -3.25225 0.77983 -3.90947 0.109
H -1.40890 2.42619 -4.12461 0.090
H -1.32668 4.15218 -2.39998 0.107
C 0.05783 2.37239 -5.86869 -0.134
C 0.89399 2.62354 -4.73733 -0.111
C 1.18805 1.40308 -4.18516 -0.139
N 0.56279 0.44472 -4.91422 0.034
C -0.14770 1.01982 -5.94013 -0.138
H -0.33537 3.15400 -6.49876 0.095
H 1.24283 3.57231 -4.36564 0.096
H 1.80368 1.12233 -3.35311 0.080
H 0.71169 -0.53421 -4.73962 0.142
H -0.65232 0.40771 -6.66701 0.104
C -3.12594 3.48189 2.17288 -0.118
C -1.75167 3.28388 1.92614 -0.114
C -1.04173 3.93486 2.90181 -0.129
N -1.95670 4.58106 3.69677 0.003
C -3.22549 4.30643 3.26754 -0.126
H -3.98456 3.15699 1.60910 0.083
H -1.29297 2.69604 1.14515 0.070
H 0.00395 4.03248 3.13027 0.090
H -1.73193 5.05618 4.55199 0.144
H -4.06478 4.79553 3.73094 0.109
O 1.69340 -1.05593 -2.25701 0.086
C 0.81428 -0.86783 -1.45852 -0.458
C 0.59082 -1.56980 -0.13970 -0.049
C -0.52674 -0.74654 0.51124 -0.124
C -1.19653 -0.07353 -0.68452 -0.138
O -0.19256 -0.01298 -1.71520 0.021
H 0.25937 -2.58569 -0.36905 0.125
H 1.51277 -1.62041 0.43950 0.110
H -1.22720 -1.36561 1.07193 0.087
H -0.16003 -0.01253 1.23149 0.092
H -2.03856 -0.67359 -1.02996 0.093
H -1.56874 0.92631 -0.47266 0.096
O 3.69897 -0.78391 1.71429 0.100
C 3.51383 0.32967 2.12501 -0.474
C 2.17417 0.97376 2.42178 -0.071
C 2.51591 2.27082 3.12469 -0.134
C 4.02373 2.43805 2.86830 -0.137
O 4.51957 1.17085 2.41261 0.044
H 1.72899 1.16200 1.44112 0.100
H 1.57332 0.25855 2.97726 0.128
H 2.02492 3.14381 2.69720 0.079
H 2.31226 2.29223 4.19487 0.114
H 4.22215 3.23137 2.15075 0.101
H 4.60903 2.71228 3.74848 0.124
O 6.30122 1.71691 -0.61339 0.107
C 5.98829 0.65982 -1.07899 -0.483
C 6.34372 -0.73379 -0.59975 -0.068
C 5.23587 -1.58697 -1.20156 -0.156
C 4.90036 -0.81873 -2.47698 -0.137
O 5.21153 0.56245 -2.18165 0.016
H 7.32390 -1.01902 -0.98634 0.129
H 6.38988 -0.75453 0.48627 0.120
H 5.57351 -2.60352 -1.40394 0.114
H 4.36658 -1.65064 -0.54864 0.088
H 5.51664 -1.12557 -3.32631 0.127
H 3.85495 -0.87900 -2.75831 0.090
C 2.44586 -5.30441 1.87230 -0.126
O 1.55369 -4.49364 1.12118 -0.142
H 2.74271 -6.12936 1.22597 0.085
H 3.32394 -4.75283 2.20936 0.085
H 1.94733 -5.76152 2.73376 0.081
H 1.25525 -3.76563 1.67254 0.074
C 2.92687 -4.22842 -1.89698 -0.172
O 1.68163 -4.86526 -1.70909 -0.128
H 3.08392 -4.10194 -2.96704 0.084
H 2.95008 -3.22213 -1.46662 0.045
H 3.73557 -4.80853 -1.43692 0.080
H 1.51969 -4.90295 -0.75805 0.025
C -3.12054 -3.34446 -1.71598 -0.133
O -2.81649 -3.08965 -0.34685 -0.151
H -2.66021 -4.27725 -2.04776 0.084
H -4.20167 -3.39660 -1.87675 0.080
H -2.72604 -2.53009 -2.32052 0.074
H -3.07057 -3.86957 0.15710 0.078
```

* SMILES: c1cc[nH]c1.c1cc[nH]c1.c1cc[nH]c1.c1cc[nH]c1.c1cc[nH]c1.c1cc[nH]c1.O=C1CCCO1.O=C1CCCO1.O=C1CCCO1.CO.CO.CO
* gap between HOMO and LUMO: 8.5 eV
* LUMO level: 0.5 eV
* calculated total energy: -68783.564 eV

DFT (wB97M-V/def2-TZVPD) results for C4H9NO in the gas phase.

```
15
Properties=species:S:1:pos:R:3:lowdin_charge:R:1
C -0.17090 -1.37639 2.02884 -0.121
C -0.28695 -1.13653 0.55149 -0.136
C 0.16801 -0.05344 -0.09958 -0.426
O 1.01831 0.86921 0.43185 0.056
N -0.16975 0.25008 -1.41364 -0.032
C 0.02183 1.58772 -1.94311 -0.105
H -1.16708 -1.57481 2.44519 0.069
H 0.46088 -2.23301 2.29925 0.068
H 0.21051 -0.49344 2.55875 0.066
H -0.87683 -1.84140 -0.02765 0.096
H 1.48987 0.44803 1.15990 0.105
H -1.07457 -0.13610 -1.63907 0.122
H -0.62291 2.34305 -1.47101 0.082
H 1.06009 1.89592 -1.81530 0.078
H -0.19917 1.56162 -3.01314 0.080
```

* SMILES: C/C=C(\O)NC
* gap between HOMO and LUMO: 8.3 eV
* energy relative to the best compared isomer or geometry (same formula, charge and spin): 148.2 kJ/mol
* LUMO level: 0.8 eV
* calculated total energy: -7830.784 eV

DFT (wB97M-V/def2-TZVPD) results for C12H10O2 in the gas phase.

```
24
Properties=species:S:1:pos:R:3:lowdin_charge:R:1
O 0.65386 1.80012 1.25275 0.044
C 1.28909 0.87514 0.51945 -0.309
C 2.67388 0.94757 0.45491 -0.015
C 3.54402 -0.17655 0.09302 -0.058
C 2.92883 -1.18929 -0.66524 -0.078
C 1.45348 -1.22181 -0.85442 0.009
C 0.67704 -0.24411 -0.23523 -0.184
C -0.73926 -0.29523 -0.24289 -0.140
C -1.35745 -1.27135 0.67987 -0.008
C -2.69933 -1.24835 0.78592 -0.123
C -3.42962 -0.24646 0.11421 -0.142
C -2.96473 0.77866 -0.62491 0.006
C -1.45298 0.85546 -0.63588 -0.278
O -0.70498 1.76950 -1.20847 0.076
H -0.36114 1.86599 0.94593 0.179
H 3.11528 1.80078 0.95172 0.104
H 4.64407 -0.17991 0.40208 0.123
H 3.53332 -1.96063 -0.87260 0.039
H 1.03010 -1.88128 -1.73549 0.154
H -0.80405 -1.92762 1.32621 0.114
H -3.23261 -2.05544 1.38518 0.126
H -4.55543 -0.22546 0.36655 0.130
H -3.46178 1.64630 -1.19884 0.142
H 0.22042 1.78397 -1.00385 0.089
```

* SMILES: Oc1ccccc1-c1ccccc1O
* gap between HOMO and LUMO: 9.2 eV
* energy relative to the best compared isomer or geometry (same formula, charge and spin): 225.9 kJ/mol
* LUMO level: 0.7 eV
* calculated total energy: -16698.313 eV

DFT (wB97M-V/def2-TZVPD) results for C16H14BrN5O3Tc as an isolated structure.

```
40
Properties=species:S:1:pos:R:3:lowdin_charge:R:1
Tc -0.26176 0.72690 0.19822 1.466
C -1.03537 -2.00500 0.69827 -0.055
N -1.06743 -1.90511 2.14366 0.071
C -0.76493 -0.78476 2.79631 -0.520
N -0.82198 -0.74328 4.12242 0.234
O -0.40211 0.27570 2.17680 -0.160
H -1.02931 -3.05400 0.40925 0.118
H -0.07592 -1.62512 0.30721 0.063
H -1.91464 -1.55241 0.23642 0.070
H -1.34354 -2.71776 2.67051 0.166
H -1.10577 -1.53279 4.67764 0.139
H -0.62920 0.12479 4.59260 0.139
Br 0.18691 0.56972 -7.08444 1.112
C 1.19632 -0.05495 -5.70214 -0.611
C 2.35608 -0.82610 -5.97820 -0.043
C 3.10549 -1.29193 -4.93260 0.017
C 2.71759 -1.00518 -3.61212 0.112
C 1.56815 -0.23309 -3.34055 -0.087
C 0.80223 0.24585 -4.36815 0.004
C 1.20377 0.02875 -1.91676 -0.553
O 1.74442 -0.55660 -0.98308 0.044
O 0.26156 0.90361 -1.69916 -0.184
H 2.63026 -1.03378 -7.00373 0.130
H 3.99294 -1.88025 -5.12042 0.140
H 3.30020 -1.37441 -2.77697 0.147
H -0.08490 0.83424 -4.17730 0.132
N -3.35787 0.83864 -0.22173 0.062
C -2.21525 0.80290 -0.04847 -0.403
N -0.11701 8.05657 1.10012 0.225
C -0.14730 6.91723 0.96782 -0.139
C -0.18246 5.49240 0.79548 -0.174
C -0.74494 4.93690 -0.34976 0.041
C -0.76070 3.56656 -0.48401 -0.079
N -0.24120 2.75910 0.45529 -0.104
C 0.29595 3.29078 1.56617 -0.071
C 0.34350 4.65143 1.77148 0.036
H -1.17368 5.56243 -1.11893 0.141
H -1.20019 3.08724 -1.34631 0.117
H 0.68529 2.59760 2.29880 0.117
H 0.78390 5.05035 2.67356 0.141
```

* 2S+1: 4
* gap between HOMO and LUMO (alpha / beta): 8.5 / 4.2 eV
* total charge: +2
* LUMO level (alpha / beta): -6.8 / -10.5 eV
* calculated total energy: -102636.670 eV